Record 1
{
  "formula": "C28H17N7O8S2SeW",
  "method": "ωB97M-V with the def2-TZVPD basis set",
  "symbols": ["W", "O", "C", "C", "C", "C", "C", "C", "C", "N", "C", "C", "N", "C", "C", "C", "C", "C", "C", "C", "O", "H", "H", "H", "H", "H", "H", "H", "H", "H", "H", "H", "H", "H", "H", "S", "C", "C", "N", "C", "S", "C", "N", "O", "C", "O", "C", "C", "C", "C", "C", "C", "N", "O", "O", "N", "O", "O", "H", "H", "H", "Se", "C", "N"],
  "positions_angstrom": [[8.670, 11.105, 13.640], [8.311, 9.690, 14.901], [8.383, 9.476, 16.205], [8.195, 8.167, 16.635], [8.397, 7.924, 17.995], [8.666, 8.959, 18.918], [8.590, 10.263, 18.434], [8.364, 10.503, 17.079], [8.527, 11.934, 16.664], [8.569, 12.400, 15.490], [8.868, 13.854, 15.310], [10.089, 13.822, 14.411], [9.598, 13.018, 13.237], [9.551, 13.759, 12.173], [8.810, 13.591, 10.973], [8.958, 14.500, 9.907], [8.100, 14.476, 8.757], [7.209, 13.391, 8.716], [6.953, 12.541, 9.748], [7.827, 12.550, 10.847], [7.581, 11.727, 11.847], [8.016, 7.340, 16.046], [8.425, 6.828, 18.330], [9.050, 8.751, 19.922], [8.812, 11.156, 19.057], [8.606, 12.598, 17.523], [9.042, 14.359, 16.285], [8.115, 14.359, 14.768], [10.966, 13.398, 14.992], [10.365, 14.800, 14.014], [10.093, 14.676, 12.254], [9.677, 15.322, 9.942], [8.412, 15.046, 7.958], [6.504, 13.237, 7.935], [6.244, 11.732, 9.573], [10.248, 10.556, 11.863], [9.300, 9.768, 10.584], [9.990, 9.631, 9.328], [10.529, 9.401, 8.333], [8.223, 8.995, 10.930], [7.619, 9.080, 12.483], [7.593, 8.064, 9.984], [7.316, 7.397, 9.102], [11.294, 11.795, 16.538], [11.060, 10.818, 15.824], [10.530, 10.985, 14.636], [11.484, 9.408, 16.107], [11.628, 8.460, 15.067], [11.696, 7.128, 15.444], [11.779, 6.663, 16.726], [11.805, 7.692, 17.695], [11.723, 9.053, 17.399], [11.650, 7.217, 19.049], [11.597, 7.994, 19.962], [11.466, 5.951, 19.145], [11.590, 6.078, 14.414], [12.085, 5.027, 14.602], [10.942, 6.357, 13.422], [11.372, 8.681, 14.050], [11.680, 5.667, 17.033], [11.718, 9.879, 18.117], [6.212, 12.039, 13.983], [5.723, 11.906, 15.785], [5.466, 11.601, 16.892]],
  "homo_lumo_gap_ha": [0.210, 0.210],
  "charge": 0
}



Record 2
{
  "formula": "C28H18F5OPtS2Si",
  "method": "ωB97M-V with the def2-TZVPD basis set",
  "symbols": ["Pt", "F", "C", "C", "F", "C", "F", "C", "S", "C", "F", "C", "F", "C", "C", "O", "S", "C", "C", "C", "C", "C", "C", "C", "C", "H", "H", "H", "H", "H", "H", "H", "C", "C", "C", "C", "C", "C", "Si", "C", "C", "C", "C", "C", "C", "H", "H", "H", "H", "H", "H", "H", "H", "H", "H", "H"],
  "positions_angstrom": [[-0.401, 0.696, 0.993], [6.019, -0.881, 2.864], [4.687, -0.936, 2.740], [4.082, -0.678, 1.527], [4.839, -0.389, 0.460], [2.703, -0.730, 1.409], [2.200, -0.487, 0.192], [1.863, -1.012, 2.484], [0.098, -1.061, 2.455], [2.518, -1.299, 3.684], [1.807, -1.621, 4.772], [3.892, -1.259, 3.823], [4.462, -1.531, 5.005], [-3.351, 8.069, -3.410], [-3.322, 9.328, -2.584], [-3.906, 10.332, -2.904], [-2.324, 9.400, -1.097], [-1.853, 7.723, -0.780], [-0.588, 7.271, -1.141], [-0.210, 5.965, -0.876], [-1.082, 5.084, -0.228], [-2.350, 5.555, 0.143], [-2.727, 6.859, -0.123], [-0.700, 3.745, 0.087], [-0.409, 2.603, 0.398], [-4.316, 8.007, -3.908], [-3.159, 7.170, -2.832], [-2.573, 8.156, -4.172], [0.100, 7.949, -1.630], [0.771, 5.613, -1.163], [-3.026, 4.877, 0.646], [-3.703, 7.217, 0.181], [-3.937, 1.316, -3.759], [-4.829, 0.861, -2.796], [-4.363, 0.492, -1.542], [-3.004, 0.569, -1.221], [-2.125, 1.028, -2.202], [-2.585, 1.397, -3.461], [-2.459, 0.120, 0.528], [-2.897, -1.685, 0.811], [-3.432, -2.092, 2.035], [-3.785, -3.416, 2.261], [-3.604, -4.361, 1.261], [-3.047, -3.981, 0.046], [-2.696, -2.657, -0.171], [-4.300, 1.616, -4.735], [-5.888, 0.799, -3.021], [-5.069, 0.140, -0.795], [-1.071, 1.111, -1.966], [-1.887, 1.755, -4.209], [-3.443, 0.833, 1.396], [-3.579, -1.359, 2.821], [-4.202, -3.710, 3.217], [-3.893, -5.392, 1.428], [-2.886, -4.720, -0.730], [-2.266, -2.371, -1.126]],
  "homo_lumo_gap_ha": 0.257,
  "charge": -1
}



Record 3
{
  "formula": "C28H19BrF2N4O10S2W",
  "method": "ωB97M-V with the def2-TZVPD basis set",
  "symbols": ["W", "C", "C", "N", "C", "C", "N", "C", "O", "O", "C", "O", "O", "H", "H", "H", "H", "H", "F", "C", "C", "C", "C", "C", "F", "C", "C", "C", "C", "C", "C", "N", "H", "H", "H", "H", "H", "H", "O", "S", "O", "O", "C", "C", "C", "C", "C", "C", "S", "O", "O", "O", "H", "H", "H", "H", "Br", "C", "C", "C", "N", "C", "C", "H", "H", "H", "H"],
  "positions_angstrom": [[0.010, 0.088, -0.341], [0.368, -1.361, 3.494], [0.525, 0.064, 3.135], [0.501, 0.611, 1.914], [0.702, 1.969, 2.110], [0.846, 2.230, 3.450], [0.728, 1.017, 4.061], [1.104, 3.458, 4.297], [1.243, 4.594, 3.673], [1.165, 3.294, 5.481], [0.804, 2.822, 0.902], [0.985, 4.015, 0.963], [0.677, 2.098, -0.187], [0.504, -1.988, 2.617], [-0.635, -1.536, 3.884], [1.085, -1.635, 4.266], [0.807, 0.926, 5.070], [1.190, 4.579, 2.688], [-1.342, 0.637, -5.662], [-0.364, 0.651, -4.764], [-0.697, 0.674, -3.412], [0.276, 0.677, -2.408], [1.631, 0.658, -2.852], [1.932, 0.617, -4.223], [3.196, 0.519, -4.639], [0.949, 0.610, -5.193], [2.663, 0.542, -1.818], [4.024, 0.801, -2.022], [4.938, 0.539, -1.019], [4.482, 0.010, 0.185], [3.125, -0.156, 0.356], [2.212, 0.117, -0.602], [-1.753, 0.650, -3.164], [1.203, 0.537, -6.238], [4.366, 1.206, -2.961], [5.988, 0.734, -1.173], [5.169, -0.251, 0.976], [2.731, -0.540, 1.292], [-3.677, -1.324, 0.057], [-2.274, -1.524, 0.062], [-1.569, -0.865, 1.183], [-1.558, -0.884, -1.101], [-1.894, -3.261, 0.019], [-2.924, -4.143, 0.313], [-2.694, -5.514, 0.275], [-1.437, -5.994, -0.065], [-0.406, -5.109, -0.360], [-0.638, -3.743, -0.330], [0.747, -2.651, -0.608], [1.964, -3.369, -0.499], [0.590, -1.794, -1.787], [0.588, -1.623, 0.494], [-3.895, -3.741, 0.561], [-3.495, -6.197, 0.517], [-1.251, -7.056, -0.104], [0.583, -5.463, -0.609], [-5.453, 4.550, 0.024], [-3.986, 3.400, -0.001], [-3.772, 2.478, 1.023], [-2.697, 1.619, 0.943], [-1.807, 1.604, -0.076], [-1.991, 2.556, -1.025], [-3.043, 3.445, -1.031], [-4.432, 2.434, 1.875], [-2.549, 0.893, 1.731], [-1.237, 2.617, -1.803], [-3.130, 4.178, -1.819]],
  "homo_lumo_gap_ha": 0.209,
  "charge": 2
}



Record 4
{
  "formula": "C28H19CrN3O5S2",
  "method": "ωB97M-V with the def2-TZVPD basis set",
  "symbols": ["Cr", "O", "C", "O", "C", "C", "C", "C", "C", "N", "C", "O", "O", "H", "H", "H", "H", "S", "C", "C", "C", "C", "C", "C", "N", "C", "C", "C", "C", "C", "C", "C", "C", "N", "C", "C", "C", "C", "C", "S", "C", "H", "H", "H", "H", "H", "H", "H", "H", "H", "H", "H", "H", "C", "O", "H", "H", "H"],
  "positions_angstrom": [[-0.934, -0.774, -0.187], [-3.768, 0.495, -2.906], [-2.972, 0.184, -1.913], [-1.901, -0.358, -2.065], [-3.453, 0.554, -0.550], [-4.558, 1.286, -0.208], [-4.744, 1.572, 1.148], [-3.837, 1.118, 2.086], [-2.753, 0.372, 1.648], [-2.602, 0.121, 0.363], [-1.614, -0.199, 2.500], [-1.650, -0.023, 3.696], [-0.706, -0.778, 1.786], [-3.336, 0.210, -3.731], [-5.242, 1.633, -0.971], [-5.595, 2.162, 1.461], [-3.933, 1.331, 3.142], [4.822, -4.804, -1.341], [4.449, -6.425, -1.743], [3.107, -6.625, -1.781], [2.369, -5.446, -1.474], [3.159, -4.363, -1.208], [2.763, -2.994, -0.844], [1.431, -2.605, -0.951], [0.989, -1.397, -0.641], [1.889, -0.449, -0.198], [3.257, -0.770, -0.021], [4.121, 0.260, 0.503], [3.646, 1.486, 0.795], [2.252, 1.829, 0.590], [1.712, 3.063, 0.879], [0.325, 3.310, 0.640], [-0.417, 2.284, 0.116], [0.055, 1.059, -0.167], [1.404, 0.822, 0.074], [-0.297, 4.599, 0.961], [0.280, 5.694, 1.535], [-0.625, 6.780, 1.737], [-1.882, 6.501, 1.315], [-1.974, 4.917, 0.661], [3.671, -2.042, -0.350], [5.241, -7.134, -1.925], [2.652, -7.579, -2.009], [1.288, -5.417, -1.436], [0.681, -3.305, -1.296], [5.167, 0.020, 0.661], [4.305, 2.250, 1.192], [2.352, 3.838, 1.283], [-1.468, 2.454, -0.106], [1.323, 5.730, 1.817], [-0.344, 7.725, 2.181], [-2.759, 7.128, 1.342], [4.714, -2.308, -0.208], [-2.019, -3.417, -1.204], [-1.668, -2.464, -0.250], [-1.535, -4.377, -0.991], [-1.739, -3.132, -2.230], [-3.100, -3.603, -1.209]],
  "s_squared": 6.046,
  "homo_lumo_gap_ha": [0.145, 0.234],
  "charge": 0,
  "multiplicity": 5
}



Q: charge of number 1 (C28H17N7O8S2SeW)?
A: 0



Q: Number 4 is which compound?
A: C28H19CrN3O5S2